No. 1
# C27H19CoF6N6O5PS2

A molecular structure, C27H19CoF6N6O5PS2 (wB97M-V/def2-TZVPD, the OMol25 dataset).

Last column: Löwdin charge in e.
Cartesian coordinates (Å):
Co (-0.31, -1.23, -0.14)  0.63
O (1.27, -1.27, -1.69)  -0.02
C (2.43, -1.05, -1.49)  -0.06
C (3.11, 0.18, -1.16)  -0.21
C (4.49, 0.27, -1.31)  -0.02
C (5.16, 1.39, -0.88)  -0.05
C (4.45, 2.42, -0.28)  -0.03
C (3.07, 2.33, -0.11)  -0.06
C (2.36, 1.22, -0.54)  -0.24
P (0.52, 1.12, -0.47)  1.12
C (0.05, 2.47, 0.66)  -0.36
C (-0.96, 3.35, 0.29)  -0.09
C (-1.39, 4.33, 1.18)  -0.06
C (-0.83, 4.43, 2.44)  -0.06
C (0.17, 3.53, 2.82)  -0.06
C (0.60, 2.55, 1.94)  -0.12
C (0.10, 1.73, -2.13)  -0.35
C (0.54, 2.99, -2.56)  -0.08
C (0.23, 3.42, -3.84)  -0.06
C (-0.51, 2.62, -4.69)  -0.06
C (-0.95, 1.37, -4.27)  -0.07
C (-0.64, 0.93, -2.99)  -0.09
H (5.02, -0.55, -1.78)  0.12
H (6.23, 1.47, -1.02)  0.12
H (4.97, 3.31, 0.06)  0.12
H (2.55, 3.16, 0.34)  0.10
H (-1.42, 3.27, -0.68)  0.11
H (-2.17, 5.02, 0.88)  0.11
H (-1.17, 5.19, 3.13)  0.11
H (0.59, 3.59, 3.82)  0.11
H (1.36, 1.85, 2.26)  0.11
H (1.11, 3.62, -1.90)  0.11
H (0.57, 4.40, -4.17)  0.11
H (-0.74, 2.96, -5.69)  0.11
H (-1.52, 0.74, -4.94)  0.11
H (-0.98, -0.04, -2.65)  0.07
F (0.37, -2.66, 4.29)  0.16
C (-0.17, -1.45, 4.32)  -0.69
F (-1.23, -1.44, 5.10)  0.18
F (0.72, -0.57, 4.73)  0.17
S (-0.64, -1.05, 2.58)  0.61
O (0.64, -0.73, 1.94)  -0.34
O (-1.26, -2.22, 2.00)  -0.29
N (-1.64, 0.14, 2.75)  -0.26
S (-2.73, 0.27, 1.59)  0.65
O (-3.48, 1.47, 1.70)  -0.22
O (-2.14, -0.03, 0.28)  -0.39
C (-3.99, -1.10, 1.88)  -0.66
F (-3.83, -1.66, 3.07)  0.16
F (-5.19, -0.56, 1.82)  0.16
F (-3.89, -2.03, 0.92)  0.13
N (-3.19, -3.60, -2.04)  0.07
C (-2.71, -2.36, -1.95)  -0.11
N (-1.54, -2.41, -1.34)  0.08
C (-1.38, -3.74, -1.05)  -0.28
N (-2.36, -4.50, -1.47)  0.17
C (-0.20, -4.19, -0.30)  -0.17
C (0.10, -5.52, -0.06)  -0.03
N (1.16, -5.87, 0.66)  0.12
C (1.91, -4.89, 1.16)  -0.07
C (1.61, -3.55, 0.93)  -0.07
N (0.56, -3.21, 0.19)  0.06
H (-4.06, -3.91, -2.44)  0.17
H (-3.20, -1.48, -2.33)  0.15
H (-0.52, -6.31, -0.47)  0.13
H (2.76, -5.17, 1.77)  0.12
H (2.21, -2.75, 1.33)  0.12

Total charge: +1
Calculated total energy, Ha: -4864.505214
Frontier orbital gap (alpha / beta), eV: 7.69 / 8.18
Relative energy (zero: lowest compared OMol25 entry of this formula, charge and spin), kcal/mol: 0.0
Spin multiplicity: 5
<S²>: 6.01

---

No. 2
# C27H19CrI2N8S

A molecular structure, C27H19CrI2N8S (wB97M-V/def2-TZVPD, the OMol25 dataset).

Last column: Löwdin charge in e.
Cartesian coordinates (Å):
Cr (-0.56, 0.28, 0.55)  0.88
N (3.85, 0.14, 1.45)  0.11
C (2.54, -0.38, 1.36)  -0.23
N (1.52, 0.65, 0.93)  -0.04
C (1.96, 1.88, 0.32)  -0.21
N (1.07, 2.73, -0.06)  0.15
N (-0.20, 2.26, 0.22)  -0.07
C (-1.11, 3.11, 0.51)  0.01
C (-2.37, 2.56, 1.02)  -0.23
C (-3.49, 3.32, 1.26)  0.03
C (-4.61, 2.70, 1.80)  0.01
C (-4.56, 1.34, 2.06)  0.00
C (-3.39, 0.64, 1.79)  -0.07
N (-2.31, 1.23, 1.29)  0.02
C (3.37, 2.06, 0.07)  -0.13
C (3.83, 3.12, -0.73)  -0.02
C (5.17, 3.27, -0.98)  -0.06
C (6.08, 2.37, -0.42)  -0.04
C (5.65, 1.32, 0.36)  -0.01
C (4.29, 1.15, 0.62)  -0.20
H (4.53, -0.43, 1.92)  0.16
H (2.26, -0.84, 2.31)  0.15
H (-0.90, 4.18, 0.45)  0.16
H (-3.48, 4.38, 1.04)  0.14
H (-5.51, 3.27, 2.00)  0.13
H (-5.41, 0.82, 2.48)  0.13
H (-3.32, -0.42, 1.99)  0.12
H (3.10, 3.80, -1.15)  0.12
H (5.52, 4.09, -1.60)  0.12
H (7.14, 2.49, -0.61)  0.12
H (6.37, 0.62, 0.79)  0.12
C (-0.71, -3.67, 2.40)  0.00
C (-0.60, -2.29, 2.26)  -0.08
N (-0.93, -1.66, 1.13)  0.01
C (-1.40, -2.40, 0.09)  -0.15
C (-1.53, -3.78, 0.14)  -0.12
C (-1.16, -4.42, 1.34)  0.05
C (-2.02, -4.48, -1.02)  0.02
C (-2.37, -3.81, -2.14)  0.02
C (-2.26, -2.38, -2.20)  -0.11
C (-2.62, -1.61, -3.33)  0.05
C (-2.47, -0.25, -3.30)  -0.02
C (-1.95, 0.36, -2.16)  -0.11
N (-1.61, -0.34, -1.09)  0.02
C (-1.77, -1.68, -1.10)  -0.13
H (-0.43, -4.14, 3.33)  0.13
H (-0.24, -1.68, 3.07)  0.13
H (-1.24, -5.50, 1.42)  0.14
H (-2.11, -5.56, -0.98)  0.13
H (-2.75, -4.34, -3.00)  0.13
H (-3.02, -2.11, -4.21)  0.14
H (-2.75, 0.36, -4.15)  0.13
H (-1.78, 1.43, -2.13)  0.12
S (2.24, -2.70, -0.38)  0.76
C (2.02, -1.22, 0.17)  -0.85
N (1.14, -0.22, -0.21)  -0.06
I (1.38, 0.36, -3.82)  0.10
I (3.92, 0.01, -3.16)  0.17

Total charge: +2
Calculated total energy, Ha: -3515.947131
Frontier orbital gap (alpha / beta), eV: 6.29 / 5.99
Relative energy (zero: lowest compared OMol25 entry of this formula, charge and spin), kcal/mol: 91.4
Spin multiplicity: 4
<S²>: 3.80

---

Question: total charge of number 2 (C27H19CrI2N8S)?
Answer: +2